No. 1
A molecular structure, C38H43ClN2O3SiSm in a non-equilibrium geometry, computed with wB97M-V/def2-TZVPD.

- highest occupied orbital energy (spin up / spin down) (eV) = -1.444 / -1.458
- max |F| (eV Å⁻¹) = 3.19
- <S²> = 8.76
- 2S+1 = 6
- charge = -1

```
89
C38H43ClN2O3SiSm wB97M-V/def2-TZVPD
Sm 1.66280 0.16634 -0.26319
Cl 3.23093 -1.56513 -1.21035
N 0.30103 0.21741 -2.72838
N 1.33622 1.96404 1.54850
C 1.18464 0.29255 -3.70056
C 2.08225 3.04474 1.54091
C -0.99464 -0.11692 -3.38945
C -0.51885 -0.74966 -4.70187
C -1.81314 1.11586 -3.73670
C -1.80620 -1.06738 -2.54545
H -1.26909 1.78982 -4.41395
H -2.10350 1.66760 -2.84006
H -2.72150 0.78109 -4.25368
H -1.21154 -1.95085 -2.31584
H -2.69332 -1.39596 -3.10193
H -2.12565 -0.60508 -1.60902
C 0.28990 2.14666 2.59555
C 0.67842 3.47442 3.23592
C 0.36761 1.00804 3.59364
C -1.08628 2.26150 1.96588
H -1.13560 3.17267 1.35584
H -1.83875 2.33376 2.76054
H -1.30958 1.39682 1.33457
H 1.37168 0.97102 4.03166
H 0.14995 0.04759 3.11708
H -0.36969 1.16431 4.38870
O 1.78574 3.97559 2.43345
H 1.04796 3.37418 4.26282
H -0.10167 4.24196 3.19186
O 0.82927 -0.20186 -4.87989
H -1.09397 -0.46962 -5.59545
H -0.42367 -1.84240 -4.63124
C 2.52380 0.95182 -3.60056
C 3.18571 3.34006 0.58225
C 2.57949 3.40163 -0.79678
H 3.91516 2.51080 0.65270
H 3.67227 4.27546 0.88257
C 2.25753 2.24622 -1.47301
C 2.29166 2.23511 -2.84515
H 2.04106 -2.04135 1.10055
C 1.97331 3.44155 -3.51727
C 1.89171 4.61593 -2.76625
C 1.69245 3.43774 -4.98561
C 2.24180 4.63072 -1.41927
H 1.61053 5.54807 -3.25817
C 2.26539 5.90170 -0.63026
H 1.90478 6.74246 -1.23606
H 3.28331 6.14760 -0.28565
H 1.61856 5.82122 0.25946
H 2.50136 2.94966 -5.55252
H 1.57849 4.46261 -5.36653
H 0.75219 2.89953 -5.20452
H 2.93824 1.08275 -4.60234
H 3.17590 0.27133 -3.02575
O -0.22578 -0.78366 0.38469
Si -0.87296 -2.07168 1.13350
C -2.16721 -2.99981 0.17120
C -1.79344 -3.80670 -0.91505
C -2.76364 -4.51804 -1.62621
C -4.10603 -4.44541 -1.24591
C -4.47648 -3.64699 -0.16030
C -3.51137 -2.91862 0.54118
C 0.46438 -3.26645 1.57524
C 1.74134 -2.61318 2.02426
C 2.81929 -3.58177 2.41358
C 2.71165 -4.91301 2.11262
C 1.54597 -5.44248 1.52725
C 0.43561 -4.61270 1.29820
C -1.67957 -1.61714 2.76639
C -1.32619 -2.34185 3.91014
C -1.89391 -2.02534 5.14957
C -2.81979 -0.98665 5.24833
C -3.19325 -0.27427 4.10406
C -2.63909 -0.59990 2.86039
H -0.74432 -3.85992 -1.21991
H -2.45833 -5.12753 -2.47921
H -4.86346 -5.00316 -1.79999
H -5.52047 -3.58257 0.14929
H -3.80639 -2.29455 1.38406
H 1.59939 -1.86626 2.83850
H 3.70810 -3.17059 2.89970
H 3.54174 -5.59154 2.30525
H 1.50619 -6.47922 1.19599
H -0.47203 -5.06390 0.89089
H -0.60404 -3.15571 3.82870
H -1.59825 -2.60079 6.02960
H -3.25287 -0.73082 6.21872
H -3.92285 0.53742 4.16912
H -2.95846 -0.06096 1.96444
```

***

No. 2
A molecular structure, C38H43F13N6OPbS2 in a non-equilibrium geometry, computed with wB97M-V/def2-TZVPD.

- highest occupied orbital energy (eV) = -1.590
- max |F| (eV Å⁻¹) = 1.21
- energy relative to the best compared isomer or geometry (same formula, charge and spin) (kJ/mol) = 160.7
- 2S+1 = 1
- charge = -2

```
104
C38H43F13N6OPbS2 wB97M-V/def2-TZVPD
Pb 0.94788 1.64849 2.02369
C 4.34973 -0.00184 1.75800
N 3.08364 -0.61754 2.14051
C 2.96960 -1.85411 1.29160
C 2.37847 -3.21320 1.69934
N 0.95485 -3.26760 1.85251
C 0.29015 -4.39437 1.78443
C 0.70564 -5.68505 1.31774
F 1.98234 -5.86160 0.86580
C -0.12072 -6.78702 1.25561
F 0.35540 -7.94942 0.76343
C -1.43171 -6.73011 1.67822
F -2.23798 -7.82240 1.63561
C -1.89721 -5.51274 2.16590
F -3.16773 -5.44412 2.59847
C -1.08498 -4.41102 2.21911
F -1.59310 -3.28047 2.73447
C 3.01362 -0.67616 3.61035
C 1.63987 -0.74052 4.26497
N 0.86858 0.52232 4.19688
C -0.05058 0.77174 5.12458
C -0.43618 0.03357 6.28578
F 0.14912 -1.14161 6.63174
C -1.43534 0.44173 7.14877
F -1.72442 -0.32251 8.21678
C -2.13966 1.61170 6.95641
F -3.10607 2.00351 7.81839
C -1.80574 2.37145 5.84828
F -2.46853 3.51617 5.61565
C -0.80724 1.97190 4.99795
F -0.52515 2.77704 3.94664
H 5.20722 -0.64505 2.02145
H 4.47042 0.95700 2.26078
H 4.36153 0.17226 0.67858
H 4.00427 -2.10642 1.00949
H 2.45203 -1.55717 0.37803
H 2.87939 -3.56016 2.61993
H 2.72417 -3.87729 0.89664
H 3.46838 0.24811 3.97251
H 3.63029 -1.51210 3.98183
H 1.84554 -1.00100 5.30220
H 1.06531 -1.53878 3.80579
C -2.05905 -2.83686 -3.01248
C -2.07675 -3.07251 -1.50246
C -1.95335 -1.77527 -0.70243
C -3.28836 -1.01755 -0.58216
N -3.18717 0.42863 -0.75596
C -2.50258 1.23515 0.10610
S -1.99346 0.70172 1.61013
N -2.30227 2.50478 -0.31100
C -3.20190 3.19561 -1.22203
C -2.72930 4.60323 -1.58746
C -1.63581 4.66695 -2.65955
C -0.23642 4.43893 -2.08947
H -2.13886 -3.77860 -3.56130
H -1.12406 -2.35293 -3.30947
H -2.89234 -2.19901 -3.32777
H -1.24384 -3.72599 -1.23718
H -2.99792 -3.59389 -1.22244
H -1.21291 -1.12603 -1.18100
H -1.56993 -1.97918 0.29147
H -3.72655 -1.19688 0.39965
H -3.99327 -1.36979 -1.34094
H -3.25239 0.74584 -1.70972
H -1.81121 3.08194 0.37454
H -4.19745 3.27207 -0.76497
H -3.32219 2.61338 -2.14303
H -2.36751 5.11042 -0.68857
H -3.60909 5.14967 -1.93603
H -1.66559 5.65252 -3.13350
H -1.85201 3.93438 -3.44799
H 0.00070 5.21598 -1.35921
H 0.51814 4.45900 -2.88140
H -0.17685 3.48472 -1.57120
C 1.80334 -0.03237 -7.73772
C 1.45707 0.17027 -6.28812
C 2.43900 0.35542 -5.32746
C 2.13408 0.51857 -3.98091
C 3.25788 0.73813 -3.00661
C 0.78220 0.49111 -3.57994
C 0.38955 0.58029 -2.16204
O 1.13620 0.59812 -1.21670
C -0.22568 0.34934 -4.55259
C -1.69219 0.38077 -4.18997
C 0.12694 0.18509 -5.88081
H 2.88163 -0.00776 -7.89089
H 1.34865 0.74633 -8.35293
H 1.42874 -0.99426 -8.09215
H 3.48151 0.36292 -5.63030
H 4.21491 0.74992 -3.53032
H 3.27331 -0.03618 -2.24144
H 3.12949 1.68346 -2.47709
H -0.69737 0.61835 -1.98362
H -1.94883 -0.41291 -3.48633
H -2.29999 0.25067 -5.08497
H -1.95675 1.33971 -3.73806
H -0.65378 0.05993 -6.62509
S 0.06613 6.58946 0.99426
C 0.03908 4.99104 1.20868
N -0.01423 3.81885 1.30813
F 3.55460 2.65369 3.96514
C 2.70366 3.21363 3.01325
F 3.60012 3.66243 2.03816
F 2.27717 4.36987 3.61236
```

***

Question: The highest 2S+1 belongs to which entry?
Answer: C38H43ClN2O3SiSm

***

Question: Which of these has the highest 2S+1?
Answer: C38H43ClN2O3SiSm

***

Question: Among the records above, which one has the lowest max |F|?
Answer: C38H43F13N6OPbS2

***

Question: Among the records above, which one has the lowest charge?
Answer: C38H43F13N6OPbS2